Here is the molecule C7H12N2O3 from the Open Molecules 2025 dataset. Energies are from the ωB97M-V functional and the def2-TZVPD basis.

```
! RIJCOSX wB97M-V def2-TZVPD def2/J DEFGRID3
* xyz 0 1
N -3.053 -0.290 0.858
C -2.436 -0.410 -0.400
C -1.065 -1.043 -0.415
O -0.982 -2.311 -0.326
N -0.073 -0.135 -0.334
C -0.240 1.242 0.086
C 1.160 1.700 0.478
C 2.056 0.973 -0.445
C 1.353 -0.422 -0.766
C 2.014 -1.405 0.249
O 3.174 -1.295 0.622
O 1.322 -2.470 0.342
H -3.046 -1.187 1.409
H -2.661 0.390 1.474
H -2.481 0.490 -1.028
H -3.062 -1.100 -0.860
H -0.555 1.862 -0.823
H -1.004 1.616 0.761
H 1.253 1.416 1.558
H 1.036 2.862 0.488
H 2.281 1.458 -1.450
H 3.060 0.977 0.139
H 1.562 -0.699 -1.766
H 0.388 -2.219 0.151
*
```

Total energy in Ha: -609.1202
LUMO in eV: 0.456
Max |F| in eV Å⁻¹: 5.7
HOMO-LUMO gap in eV: 9.95
Relative energy (zero: lowest compared OMol25 entry of this formula, charge and spin) in kcal per mole: 42.66
SMILES string: NCC(=O)N1CCC[C@H]1C(=O)O

Here is the molecule C7H12N2S from the Open Molecules 2025 dataset. Energies are from the ωB97M-V functional and the def2-TZVPD basis.

```
! RIJCOSX wB97M-V def2-TZVPD def2/J DEFGRID3
* xyz 0 1
C -0.321 1.658 -2.460
C -0.486 1.637 -0.810
C -0.041 0.152 -2.418
C 0.893 -1.596 0.842
C -0.517 0.014 2.187
C -0.450 0.103 -0.946
C -0.142 -0.754 0.204
N 0.876 -1.876 2.232
N 0.562 -0.590 2.847
S -1.859 -0.961 -0.467
H -1.254 1.940 -2.955
H 0.559 2.303 -2.764
H 0.437 1.930 -0.319
H -1.226 2.101 -0.339
H -0.552 -0.448 -3.203
H 1.052 0.024 -2.541
H 0.955 -2.644 0.404
H 1.948 -1.278 0.546
H -0.515 1.118 2.270
H -1.490 -0.478 2.277
H 0.107 -2.342 2.708
H 1.463 -0.013 2.706
*
```

Total energy in Ha: -781.4224
LUMO in eV: 0.804
Max |F| in eV Å⁻¹: 5.9
HOMO-LUMO gap in eV: 8.44
Relative energy (zero: lowest compared OMol25 entry of this formula, charge and spin) in kcal per mole: 129.75

Here is the ion C7H12N3 with charge +1 from the Open Molecules 2025 dataset. Energies are from the ωB97M-V functional and the def2-TZVPD basis.

```
! RIJCOSX wB97M-V def2-TZVPD def2/J DEFGRID3
* xyz 1 1
N -2.259 -1.772 -0.292
N -1.748 -0.495 -0.048
C -2.481 0.591 0.292
C -1.665 1.697 0.324
C -0.382 1.243 0.074
C -0.465 -0.072 -0.210
C 1.160 -0.769 -0.394
N 1.638 -1.548 0.817
C 1.956 0.543 -0.519
C 1.017 1.743 -0.180
H -2.308 -1.838 -1.334
H -3.157 -1.816 0.186
H -3.561 0.469 0.320
H -1.840 2.797 0.609
H 1.173 -1.412 -1.292
H 2.648 -1.645 0.572
H 1.339 -2.496 0.806
H 1.494 -1.240 1.789
H 2.033 0.565 -1.598
H 2.896 0.611 0.081
H 0.974 2.593 -0.784
H 1.537 2.251 0.781
*
```

Total energy in Ha: -437.8454
LUMO in eV: -3.500
Max |F| in eV Å⁻¹: 5.1
HOMO-LUMO gap in eV: 8.40
Relative energy (zero: lowest compared OMol25 entry of this formula, charge and spin) in kcal per mole: 95.93
SMILES string: Nn1ccc2c1[C@H]([NH3+])CC2

Here is the ion C7H12N3S with charge +1 from the Open Molecules 2025 dataset. Energies are from the ωB97M-V functional and the def2-TZVPD basis.

```
! RIJCOSX wB97M-V def2-TZVPD def2/J DEFGRID3
* xyz 1 1
N 2.855 0.903 0.976
C 1.713 0.261 0.942
N 0.796 0.329 1.859
C -0.474 -0.273 1.462
C -1.405 0.915 1.226
S -0.929 1.653 -0.412
C -0.725 -0.062 -1.082
C -1.838 -0.665 -1.865
C -0.581 -0.311 -2.539
C -0.024 -0.909 0.032
N 1.419 -0.644 -0.011
H 3.274 1.327 1.850
H 3.476 0.543 0.260
H 0.884 0.940 2.605
H -0.924 -0.883 2.130
H -2.535 0.544 1.033
H -1.444 1.528 2.070
H -2.751 -0.017 -2.066
H -1.964 -1.693 -1.610
H -0.010 -1.227 -2.791
H -0.483 0.671 -3.149
H -0.230 -2.002 -0.084
H 1.900 -0.926 -0.835
*
```

Total energy in Ha: -836.1278
LUMO in eV: -2.864
Max |F| in eV Å⁻¹: 5.1
HOMO-LUMO gap in eV: 9.32
Relative energy (zero: lowest compared OMol25 entry of this formula, charge and spin) in kcal per mole: 12.35
SMILES string: [NH2+]=C1N[C@H]2CSC3(CC3)[C@H]2N1

Here is a cluster of 2 separate species, C7H12N4O in total from the Open Molecules 2025 dataset. Energies are from the ωB97M-V functional and the def2-TZVPD basis.

```
! RIJCOSX wB97M-V def2-TZVPD def2/J DEFGRID3
* xyz 2 1
C -0.484 0.085 0.815
C -1.472 0.720 0.587
C 0.678 -1.907 0.887
C -1.208 -2.134 -0.559
C 0.688 -0.667 1.261
C 2.338 0.393 -0.433
C -2.741 1.179 0.007
N -0.126 -2.394 -0.114
N 2.175 0.017 -1.576
N 3.651 -0.062 0.092
N -3.712 0.097 -0.016
O -2.265 -2.142 -1.058
H 1.141 -2.797 1.380
H 1.208 -0.323 2.112
H 1.820 1.196 0.216
H -2.611 1.713 -0.895
H -3.158 1.894 0.617
H 1.410 0.277 -2.200
H 4.280 0.790 0.120
H 3.948 -0.870 -0.593
H 3.695 -0.723 1.019
H -4.522 0.315 -0.522
H -3.809 -0.312 0.930
H -3.201 -0.795 -0.376
*
```

Total energy in Ha: -567.4382
LUMO in eV: -6.890
Max |F| in eV Å⁻¹: 5.0
HOMO-LUMO gap in eV: 9.65
Relative energy (zero: lowest compared OMol25 entry of this formula, charge and spin) in kcal per mole: 48.79

Here is the molecule C7H12N4OS from the Open Molecules 2025 dataset. Energies are from the ωB97M-V functional and the def2-TZVPD basis.

```
! RIJCOSX wB97M-V def2-TZVPD def2/J DEFGRID3
* xyz 0 1
C 3.092 1.771 -0.489
N 3.539 0.362 -0.330
N 2.738 -0.180 0.675
S 1.309 -0.880 0.200
N 1.331 -1.263 -1.214
O 0.957 -1.893 1.166
N 0.133 0.391 0.375
C -1.209 0.037 0.259
C -2.149 0.262 1.290
C -3.523 0.121 1.085
C -3.997 -0.413 -0.089
C -3.044 -0.810 -1.064
C -1.670 -0.566 -0.940
H 3.314 2.137 0.461
H 3.671 2.271 -1.352
H 2.079 1.809 -0.478
H 3.406 -0.183 -1.137
H 3.279 -0.292 1.483
H 1.642 -2.292 -1.302
H 0.301 1.099 1.171
H -1.924 0.667 2.218
H -4.202 0.335 1.953
H -4.967 -0.631 -0.378
H -3.321 -1.104 -2.079
H -0.785 -0.757 -1.485
*
```

Total energy in Ha: -966.2319
LUMO in eV: 0.668
Max |F| in eV Å⁻¹: 4.4
HOMO-LUMO gap in eV: 9.22
Relative energy (zero: lowest compared OMol25 entry of this formula, charge and spin) in kcal per mole: 73.95
SMILES string: CNN[S@@](=N)(=O)Nc1ccccc1

Here is the ion C7H12NO with charge +1 from the Open Molecules 2025 dataset. Energies are from the ωB97M-V functional and the def2-TZVPD basis.

```
! RIJCOSX wB97M-V def2-TZVPD def2/J DEFGRID3
* xyz 1 1
C 3.081 1.054 -0.280
C 1.939 0.174 -0.419
O 0.999 0.532 -1.327
C 1.786 -0.935 0.414
C 0.838 -1.939 0.192
C -0.534 -1.774 0.019
C -1.179 -0.522 0.281
C -2.472 -0.275 0.008
N -2.916 1.182 0.095
H 3.332 1.219 0.788
H 2.992 2.017 -0.766
H 3.980 0.657 -0.725
H 0.297 -0.191 -1.329
H 2.712 -0.985 1.116
H 1.238 -3.046 0.111
H -1.244 -2.609 -0.089
H -0.549 0.242 0.788
H -3.130 -0.884 -0.525
H -3.866 1.143 -0.033
H -2.334 1.793 -0.387
H -2.675 1.548 1.067
*
```

Total energy in Ha: -403.5750
LUMO in eV: -3.866
Max |F| in eV Å⁻¹: 5.9
HOMO-LUMO gap in eV: 7.73
Relative energy (zero: lowest compared OMol25 entry of this formula, charge and spin) in kcal per mole: 59.73
SMILES string: C/C(O)=C/C=C\C=C\[NH3+]

Here is the ion C7H12NO with charge +1 from the Open Molecules 2025 dataset. Energies are from the ωB97M-V functional and the def2-TZVPD basis.

```
! RIJCOSX wB97M-V def2-TZVPD def2/J DEFGRID3
* xyz 1 1
C 1.038 0.220 2.152
C 0.518 -0.474 1.041
C -0.646 0.348 -0.833
C 1.046 1.210 3.175
C 0.955 -1.908 0.718
C -1.367 1.652 -1.115
C -0.610 -0.995 -2.823
N -0.259 -0.643 -1.458
O -0.194 0.328 0.552
H 0.709 2.043 2.580
H 2.075 1.312 3.500
H 0.386 1.007 3.985
H 1.782 -1.900 -0.059
H 0.036 -2.402 0.295
H 1.273 -2.341 1.576
H -2.230 1.440 -1.808
H -1.847 2.067 -0.301
H -0.619 2.257 -1.437
H -1.671 -0.994 -2.954
H -0.232 -0.280 -3.702
H -0.144 -1.947 -3.085
*
```

Total energy in Ha: -403.4531
LUMO (spin up / spin down) in eV: -5.489 / -5.492
Max |F| in eV Å⁻¹: 12.6
HOMO-LUMO gap (spin up / spin down) in eV: 7.78 / 7.77
Relative energy (zero: lowest compared OMol25 entry of this formula, charge and spin) in kcal per mole: 136.20

Here is a cluster of 2 separate species, C7H12NO3 in total from the Open Molecules 2025 dataset. Energies are from the ωB97M-V functional and the def2-TZVPD basis.

```
! RIJCOSX wB97M-V def2-TZVPD def2/J DEFGRID3
* xyz 1 1
C 2.273 -1.940 1.522
C 0.086 -0.960 0.436
C -2.334 -1.073 0.610
C -0.256 2.094 0.851
C 1.286 -0.596 -1.599
C 0.605 1.383 -0.209
C 0.187 -0.087 -0.711
N -3.153 -1.864 1.377
O 3.036 -1.203 1.878
O -2.601 -0.335 -0.307
O -0.954 -1.319 1.065
H 1.829 -3.007 1.397
H 0.333 2.471 1.780
H -1.183 1.428 1.065
H -0.629 2.927 0.282
H 2.240 -0.724 -0.991
H 1.111 -1.632 -1.981
H 1.458 0.164 -2.450
H 0.448 1.850 -1.246
H 1.721 1.532 -0.033
H -0.772 0.058 -1.247
H -4.209 -1.675 1.283
H -2.651 -2.575 2.007
*
```

Total energy in Ha: -553.9761
LUMO (spin up / spin down) in eV: -4.623 / -4.624
Max |F| in eV Å⁻¹: 3.9
HOMO-LUMO gap (spin up / spin down) in eV: 8.22 / 8.22
Relative energy (zero: lowest compared OMol25 entry of this formula, charge and spin) in kcal per mole: 96.50

Here is the ion C7H12NO4 with charge +1 from the Open Molecules 2025 dataset. Energies are from the ωB97M-V functional and the def2-TZVPD basis.

```
! RIJCOSX wB97M-V def2-TZVPD def2/J DEFGRID3
* xyz 1 1
C 4.028 -0.429 1.142
C 3.122 -0.287 -0.029
O 1.798 0.261 0.268
C 0.839 0.229 -0.583
N -0.532 -0.826 -0.243
C -1.677 0.082 -0.317
C -2.982 -0.389 0.112
O -3.203 -1.490 0.578
O -3.843 0.650 0.105
C -5.147 0.376 0.478
C -1.311 1.299 -0.612
O 0.092 1.352 -0.759
H 4.215 0.444 1.720
H 3.540 -1.022 1.852
H 4.940 -0.814 0.841
H 2.944 -1.305 -0.529
H 3.674 0.289 -0.790
H 1.105 -0.157 -1.643
H -0.301 -1.126 0.723
H -0.660 -1.617 -0.861
H -5.518 -0.697 0.620
H -5.897 0.899 -0.084
H -5.209 0.764 1.428
H -1.901 2.225 -0.728
*
```

Total energy in Ha: -629.3109
LUMO in eV: -3.581
Max |F| in eV Å⁻¹: 5.2
HOMO-LUMO gap in eV: 10.76
Relative energy (zero: lowest compared OMol25 entry of this formula, charge and spin) in kcal per mole: 26.02
SMILES string: CCO[C@H]1[NH2+]C(C(=O)OC)=CO1